11
Properties=species:S:1:pos:R:3 method="wB97M-V/def2-TZVPD" smiles=Cn1cnnc1 gap_ha=0.3873 relative_energy_kj_mol=84.41 fmax_ev_per_a=0.41 homo_ev=-9.9 e_tot_ev=-7661.5806
C -1.43562 -0.19611 -0.05239
N -0.00827 0.07388 -0.00754
C 0.76577 1.20857 0.05496
N 2.03184 0.89781 0.09970
N 2.12562 -0.47266 0.07040
C 0.90975 -0.92915 0.00757
H -1.62533 -0.89601 -0.86974
H -2.02353 0.70521 -0.22126
H -1.75484 -0.66121 0.88380
H 0.41131 2.22918 0.05924
H 0.61044 -1.96861 -0.02897



12
Properties=species:S:1:pos:R:3 method="wB97M-V/def2-TZVPD" smiles=OCc1nc[nH]n1 gap_ha=0.3882 relative_energy_kj_mol=300.18 fmax_ev_per_a=3.96 homo_ev=-9.7 e_tot_ev=-9707.4727
O -0.39750 -2.61343 -0.61474
C 0.31630 -1.39241 -0.67608
C -0.20201 -0.20478 0.02826
N -0.67782 0.13211 1.25536
C -0.33846 1.39995 1.33171
N 0.29255 1.81327 0.21487
N 0.26425 0.82600 -0.67111
H -1.23849 -2.56317 -1.08192
H 0.68197 -0.54685 -1.50440
H 1.31547 -1.64721 -0.32832
H -0.47595 2.05311 2.17386
H 0.45966 2.74340 -0.12748



12
Properties=species:S:1:pos:R:3 method="wB97M-V/def2-TZVPD" gap_ha=0.3908 relative_energy_kj_mol=183.20 fmax_ev_per_a=6.52 homo_ev=-10.2 e_tot_ev=-9708.6851
H 1.93560 -0.86123 -1.77582
N 1.59028 -1.72459 -1.33421
C 0.29834 -1.70385 -1.01321
N -0.57021 -0.76119 -1.34519
C -0.75787 0.11994 -0.45695
N -0.03136 0.24209 0.80542
C 0.00368 1.40355 1.59773
O -0.74182 2.32592 1.51115
H -0.13108 -2.59911 -0.58656
H -1.54357 0.88626 -0.57545
H 0.67131 -0.44732 0.88212
H 0.81644 1.20205 2.31891



12
Properties=species:S:1:pos:R:3 method="wB97M-V/def2-TZVPD" gap_ha=0.3663 relative_energy_kj_mol=332.46 fmax_ev_per_a=4.39 homo_ev=-9.5 e_tot_ev=-9707.1381
H 0.79891 -1.54195 -0.93963
N 0.68772 -2.11442 -0.19071
N -0.04937 -1.70295 0.68819
C -0.82089 -0.51721 0.48730
C -0.57687 0.61133 -0.60457
N 0.59570 1.35100 -0.29831
C 1.61883 1.42231 0.33243
O 2.47473 1.81865 1.01706
H -0.88727 0.05875 1.46513
H -1.94860 -0.90424 0.26353
H -0.53554 0.20916 -1.69419
H -1.35736 1.30956 -0.52623



12
Properties=species:S:1:pos:R:3 method="wB97M-V/def2-TZVPD" gap_ha=0.3208 relative_energy_kj_mol=697.36 fmax_ev_per_a=0.68 homo_ev=-8.7 e_tot_ev=-9703.3562
O 2.08650 1.00206 -0.33043
C 0.89601 1.64678 -0.39095
C -0.25752 0.35874 -0.10552
N -0.08731 -0.72501 -0.77150
N -0.95132 -1.70444 -0.18425
C -1.81354 -1.43696 0.73753
N -0.64700 1.14276 0.74622
H 2.03198 0.21320 -0.89785
H 0.54794 1.93682 -1.38693
H 0.89303 2.48623 0.29821
H -0.73520 -2.60694 -0.59944
H -2.30587 -2.38244 1.01626



12
Properties=species:S:1:pos:R:3 method="wB97M-V/def2-TZVPD" gap_ha="0.2665 / 0.2664" relative_energy_kj_mol=664.91 fmax_ev_per_a=0.69 homo_ev="-8.1 / -8.1" e_tot_ev=-9703.6925
N 0.64962 -2.31998 0.49084
C -0.72634 -0.72173 -0.71882
C -1.14782 0.42581 -1.30023
N -0.46518 1.47173 -0.65710
C 0.31838 0.89260 0.27135
O 1.05363 1.66970 1.08578
N 0.14730 -0.41963 0.22464
H 1.14513 -2.89528 1.20708
H -0.31046 -2.31526 0.83295
H -1.83002 0.60163 -2.11695
H -0.49511 2.46189 -0.86304
H 1.61663 1.10952 1.63176



12
Properties=species:S:1:pos:R:3 method="wB97M-V/def2-TZVPD" gap_ha=0.3516 relative_energy_kj_mol=432.03 fmax_ev_per_a=1.16 homo_ev=-8.6 e_tot_ev=-9706.1062
O -1.95847 0.19093 -0.99901
C -1.73996 0.33953 0.37700
C -0.33888 0.64918 0.74852
N 0.79689 0.87905 0.58258
N 2.05531 0.86953 0.45765
C 1.58730 -1.60043 -0.69303
N 0.44937 -1.78973 -0.73628
H -1.47884 -0.60598 -1.27630
H -2.03253 -0.55914 0.93799
H -2.37079 1.16324 0.72835
H 2.39901 1.82837 0.50412
H 2.63159 -1.36455 -0.63159



12
Properties=species:S:1:pos:R:3 method="wB97M-V/def2-TZVPD" smiles="[H]/N=C/N(C=O)/C=N/[H]" gap_ha=0.3906 relative_energy_kj_mol=245.37 fmax_ev_per_a=4.62 homo_ev=-9.9 e_tot_ev=-9708.0407
H -1.38578 2.70055 -0.59532
N -1.30615 1.68206 -0.18281
C -0.16257 1.19912 -0.39957
N 0.27445 -0.05738 -0.06101
C 1.62309 -0.46303 -0.31079
O 2.18610 -1.52172 -0.05884
C -0.47267 -0.96557 0.69126
N -1.74241 -0.94023 0.51710
H -1.96840 -1.88983 1.06207
H 0.76620 1.70837 -0.70525
H 2.08592 0.37570 -0.99085
H 0.10223 -1.82804 1.03401



12
Properties=species:S:1:pos:R:3 method="wB97M-V/def2-TZVPD" smiles=Nc1c[nH]c(O)n1 gap_ha=0.2943 relative_energy_kj_mol=265.39 fmax_ev_per_a=1.62 homo_ev=-7.5 e_tot_ev=-9707.8332
N 2.07098 0.57687 -0.03480
C 0.77780 0.13103 -0.28434
C 0.26482 -1.12444 -0.08142
N -1.05842 -1.05003 -0.51658
C -1.29205 0.28247 -0.57488
O -2.23418 0.71328 0.32147
N -0.20098 1.00535 -0.67748
H 2.38625 0.24850 0.86752
H 2.15042 1.58336 -0.09937
H 0.54875 -1.91564 0.58977
H -1.77644 -1.73014 -0.32926
H -1.65218 1.25285 0.88604



12
Properties=species:S:1:pos:R:3 method="wB97M-V/def2-TZVPD" gap_ha=0.3355 relative_energy_kj_mol=433.17 fmax_ev_per_a=1.13 homo_ev=-8.6 e_tot_ev=-9706.0944
N -2.02111 -0.87763 0.93259
C -0.73747 -1.21394 1.13819
N 0.37664 -1.47622 1.34394
C 1.68543 0.32455 -0.03768
O 2.09502 -0.60245 -0.86218
C 0.68175 1.21044 -0.63236
N -0.56830 1.30186 -0.37745
H -2.56360 -1.61481 0.50138
H -2.04488 0.00795 0.42399
H 2.80556 -1.09108 -0.41472
H 1.22114 1.97621 -1.21509
H -0.93977 2.15283 -0.79883



12
Properties=species:S:1:pos:R:3 method="wB97M-V/def2-TZVPD" gap_ha=0.3443 relative_energy_kj_mol=413.46 fmax_ev_per_a=1.08 homo_ev=-9.1 e_tot_ev=-9706.2986
N -1.76315 -0.84993 0.97137
C -0.64610 -1.57428 1.13745
N 0.34712 -2.15531 1.30593
C 1.59541 0.51818 0.02662
O 1.86461 -0.54477 -0.67301
C 0.70696 1.42094 -0.73239
N -0.56472 1.35650 -0.62389
H -2.55413 -1.38280 0.63425
H -1.57638 0.01104 0.43713
H 2.36792 -1.15865 -0.10910
H 1.23440 2.22794 -1.26290
H -1.01194 2.13113 -1.11148



12
Properties=species:S:1:pos:R:3 method="wB97M-V/def2-TZVPD" smiles="CC1=[NH+]C=N[N+]1=O" gap_ha=0.3150 relative_energy_kj_mol=179.48 fmax_ev_per_a=2.86 charge=+2 homo_ev=-22.8 e_tot_ev=-9684.7444
C -1.26260 -1.12992 0.03026
C -0.26803 -0.14863 0.00406
N -0.21107 1.16172 0.01933
C 1.12423 1.57958 0.00251
N 1.94989 0.59182 -0.01810
N 1.28409 -0.53298 -0.00661
O 1.67083 -1.62837 0.00112
H -1.61883 -1.45217 -0.98226
H -2.21419 -0.79260 0.48096
H -0.89936 -2.09746 0.42695
H -0.99543 1.82530 0.03555
H 1.44046 2.62371 0.00623



13
Properties=species:S:1:pos:R:3 method="wB97M-V/def2-TZVPD" smiles="SNC1=NN=CCO1" gap_ha=0.3374 relative_energy_kj_mol=396.31 fmax_ev_per_a=4.21 homo_ev=-9.0 e_tot_ev=-20541.5517
S -2.95342 -0.01347 0.29011
N -1.74585 -1.04738 -0.43618
C -0.43453 -0.59171 -0.15407
N 0.41608 -1.49967 0.29327
N 1.75099 -1.20346 0.09847
C 2.03018 0.03464 -0.00745
C 0.93933 1.10393 0.29574
O -0.17593 0.63751 -0.60068
H -2.69017 1.06094 -0.91230
H -1.86234 -2.02369 -0.24111
H 2.97904 0.45054 -0.24633
H 0.58360 0.93588 1.39059
H 1.16300 2.15596 0.22994



13
Properties=species:S:1:pos:R:3 method="wB97M-V/def2-TZVPD" gap_ha=0.3170 relative_energy_kj_mol=393.96 fmax_ev_per_a=3.87 homo_ev=-8.1 e_tot_ev=-20541.5760
H 0.80700 -2.38110 0.14301
N -0.18095 -2.08954 -0.11451
C -0.07346 -0.87499 0.04191
N 1.10043 -0.11629 0.33709
O 2.30032 -0.62711 -0.02206
C 0.81271 1.21863 -0.02552
C -0.49680 1.34941 -0.13111
N -1.11892 0.14294 0.07020
S -2.67439 -0.38172 -0.08955
H 2.28260 -0.51184 -0.97414
H 1.65265 1.95928 -0.08378
H -1.14164 2.17695 -0.34488
H -3.26954 0.13539 1.19332



13
Properties=species:S:1:pos:R:3 method="wB97M-V/def2-TZVPD" smiles="CN1C(=O)N1C(N)=S" gap_ha=0.3145 relative_energy_kj_mol=407.86 fmax_ev_per_a=5.39 homo_ev=-8.7 e_tot_ev=-20541.4320
C -1.80905 0.15249 -1.01671
N -0.82545 -0.16867 -0.05949
C -0.28140 -1.39179 0.11916
O -0.28284 -2.46694 0.57368
N 0.65816 -0.47112 -0.41958
C 1.56217 0.44113 0.17525
N 1.37380 0.72819 1.46410
S 2.94625 1.22202 -0.47629
H -1.98437 -0.66136 -1.77375
H -2.63198 0.45800 -0.46513
H -1.52488 0.93408 -1.72425
H 0.59137 0.21294 1.82205
H 2.20821 1.01103 1.78096



13
Properties=species:S:1:pos:R:3 method="wB97M-V/def2-TZVPD" smiles=Nc1ncc(S)n1O gap_ha=0.3133 relative_energy_kj_mol=244.86 fmax_ev_per_a=4.06 homo_ev=-8.1 e_tot_ev=-20543.1214
N -2.33666 0.29656 -0.25156
C -1.08050 -0.28513 -0.14478
N -0.75708 -1.54547 -0.06006
C 0.59518 -1.61476 0.00453
C 1.12146 -0.36774 -0.04834
S 2.81865 0.07802 -0.22005
N 0.06482 0.46154 -0.18404
O 0.02209 1.78896 0.11433
H -3.03686 -0.28571 0.09030
H -2.26249 1.25698 0.10312
H 1.15255 -2.51260 0.11212
H 2.99716 0.43980 1.03402
H 0.70169 2.28955 -0.54958



13
Properties=species:S:1:pos:R:3 method="wB97M-V/def2-TZVPD" gap_ha="0.2121 / 0.2630" relative_energy_kj_mol=132.76 spin_multiplicity=3 fmax_ev_per_a=7.27 homo_ev="-5.1 / -9.0" e_tot_ev=-20539.1996
C 1.99694 -1.05720 0.01319
C -0.24898 0.05257 0.00829
C -2.22153 1.28470 -0.02113
N 0.82717 -0.91872 0.08228
N -1.59563 -0.07879 -0.09306
N 3.26658 -1.35110 0.03600
O 0.27124 1.15143 0.15891
S -2.87978 -1.28319 0.07455
H -2.24450 1.55737 -1.03008
H -3.21568 1.41839 0.47086
H -1.56829 1.91072 0.41489
H 3.72031 -1.95347 -0.61784
H 3.89214 -0.73272 0.50314



13
Properties=species:S:1:pos:R:3 method="wB97M-V/def2-TZVPD" gap_ha="0.2321 / 0.2088" relative_energy_kj_mol=0.00 spin_multiplicity=3 fmax_ev_per_a=4.76 homo_ev="-5.6 / -8.9" e_tot_ev=-20540.5755
C -1.50943 0.52633 -0.71000
C 0.35474 -0.84228 -0.98216
C 1.26650 0.08406 1.31247
N -0.67043 -0.22673 -1.55907
N -0.96961 0.45685 0.52474
N 0.07850 -0.44616 0.69115
O -2.49650 1.11526 -1.06108
S 1.56819 -1.75297 -1.45772
H 1.05856 0.24660 2.37046
H 2.04658 -0.67060 1.21900
H 1.61087 1.02105 0.85951
H -0.86821 -0.28809 -2.54782
H -1.46977 0.77667 1.34052



12
Properties=species:S:1:pos:R:3 method="wB97M-V/def2-TZVPD" gap_ha=0.3360 relative_energy_kj_mol=247.16 fmax_ev_per_a=3.59 homo_ev=-8.5 e_tot_ev=-18495.3363
C -1.38081 -1.71146 0.10358
N -1.42198 -0.48441 0.43190
N -1.37967 0.42028 -0.62247
C -0.36793 1.21158 -0.64150
N 0.74256 1.17190 0.29689
C 1.68765 0.28005 0.38737
S 1.83343 -1.10879 -0.45052
H -1.34615 -2.45173 0.92349
H -1.35817 -2.02522 -0.93931
H -0.33573 2.03854 -1.37304
H 0.82355 2.04418 0.85070
H 2.50326 0.61510 1.03291



12
Properties=species:S:1:pos:R:3 method="wB97M-V/def2-TZVPD" smiles=Nc1ccnn1S gap_ha=0.3321 relative_energy_kj_mol=126.87 fmax_ev_per_a=1.67 homo_ev=-8.4 e_tot_ev=-18496.5829
N -0.09047 2.06237 -0.09458
C -0.58289 0.78411 -0.00687
C -1.88275 0.29274 0.02556
C -1.72739 -1.10125 0.02145
N -0.48132 -1.49945 -0.02635
N 0.22804 -0.31381 -0.04147
S 1.90831 -0.31527 -0.06197
H -0.68031 2.76489 0.36666
H 0.90476 2.16816 0.20627
H -2.81805 0.90376 0.06568
H -2.50304 -1.85021 0.02448
H 2.12809 -0.53965 1.22448